{"formula": "C7H12BClO2", "method": "the ωB97M-V functional and the def2-TZVPD basis", "elements": ["C", "C", "C", "C", "Cl", "C", "B", "O", "C", "O", "C", "H", "H", "H", "H", "H", "H", "H", "H", "H", "H", "H", "H"], "positions_angstrom": [[2.721, 1.650, -0.074], [2.614, 0.340, -0.205], [3.757, -0.586, -0.087], [1.276, -0.314, -0.391], [1.259, -1.762, -1.251], [0.038, 0.284, 0.242], [-1.453, -0.310, 0.035], [-1.539, -1.594, -0.217], [-2.762, -2.363, -0.071], [-2.560, 0.432, 0.012], [-2.907, 1.832, 0.282], [3.621, 2.263, -0.084], [1.807, 2.267, 0.048], [4.345, -0.694, -0.971], [3.346, -1.497, 0.311], [4.398, -0.033, 0.669], [0.272, 1.139, 0.771], [-2.399, -3.343, 0.170], [-3.183, -2.312, -1.030], [-3.436, -1.843, 0.615], [-3.139, 1.783, 1.401], [-3.817, 2.067, -0.208], [-2.257, 2.595, 0.032]], "lowdin_charge": [0.041, -0.427, -0.097, -0.609, 0.782, 0.105, -0.762, 0.008, 0.001, 0.050, -0.009, 0.071, 0.069, 0.073, 0.055, 0.106, 0.030, 0.091, 0.074, 0.097, 0.122, 0.070, 0.058], "smiles": "C=C(C)/C(Cl)=C/B(OC)OC", "charge": 0, "multiplicity": 1, "relative_energy_kcal_mol": 1.2}